1.
This record from the OMol25 dataset describes a cluster of 11 separate species, H22O11 in total. The level of theory is wB97M-V/def2-TZVPD.

The geometry in XYZ format:
```
33
Properties=species:S:1:pos:R:3:mulliken_charge:R:1
O -22.205 -11.261 10.542 -0.6241
H -21.400 -11.778 10.571 0.3119
H -21.906 -10.353 10.491 0.3154
O -27.210 -6.522 9.780 -0.6362
H -26.574 -7.224 9.640 0.3197
H -27.573 -6.350 8.912 0.3165
O -19.825 -16.563 8.421 -0.6323
H -19.797 -17.372 7.911 0.3218
H -18.906 -16.335 8.561 0.3131
O -18.331 -5.111 9.060 -0.6353
H -17.526 -5.599 9.236 0.3143
H -19.025 -5.650 9.439 0.3201
O -21.135 -17.423 12.137 -0.6434
H -21.256 -17.202 11.213 0.3330
H -20.587 -16.719 12.482 0.3079
O -17.349 -12.235 12.057 -0.6346
H -16.875 -13.054 12.200 0.3171
H -17.152 -11.706 12.830 0.3187
O -20.556 -6.972 12.873 -0.6320
H -19.803 -6.975 13.463 0.3146
H -21.313 -6.879 13.451 0.3190
O -17.900 -10.842 7.078 -0.6283
H -17.877 -10.978 8.025 0.3173
H -17.187 -11.384 6.740 0.3124
O -26.566 -12.468 11.171 -0.6431
H -26.433 -13.108 11.871 0.3149
H -25.685 -12.157 10.961 0.3239
O -21.666 -8.101 6.986 -0.6425
H -20.758 -8.382 6.873 0.3189
H -21.714 -7.258 6.537 0.3222
O -24.611 -11.000 5.402 -0.6351
H -25.483 -10.608 5.350 0.3147
H -24.049 -10.294 5.722 0.3195
```

Its LUMO energy is -0.1 eV. The value obtained for the relative energy (zero: lowest compared OMol25 entry of this formula, charge and spin) is 62.24 kcal/mol. The value obtained for the HOMO-LUMO gap is 11.114 eV. The value obtained for the calculated total energy is -840.7809 a.u. The calculation puts the HOMO energy at -11.18 eV. As for the structure (SMILES): O.O.O.O.O.O.O.O.O.O.O.

2.
This record from the OMol25 dataset describes a cluster of 2 separate species, C18H32N2O10S in total. The level of theory is wB97M-V/def2-TZVPD.

The geometry in XYZ format:
```
63
Properties=species:S:1:pos:R:3:mulliken_charge:R:1
N -0.983 1.140 2.608 -0.6193
C -1.495 2.028 1.641 0.9205
C -1.706 3.421 2.308 -1.3562
C -3.108 3.808 2.826 -0.3618
C -3.904 4.819 2.032 0.2993
O -4.777 5.441 2.559 -0.5926
O -3.609 5.004 0.723 -0.3897
O -0.454 2.340 0.576 -0.5235
S -1.237 2.903 -0.686 1.0411
O -1.117 4.327 -0.709 -0.7011
O -0.827 2.251 -1.880 -0.6475
O -2.718 2.482 -0.241 -0.2346
C -2.559 1.421 0.762 1.3529
C -3.836 0.846 1.398 -1.3247
C -5.083 1.246 0.632 -0.8447
O -5.487 2.563 1.059 -0.1191
C -6.260 3.243 0.191 0.0499
O -6.155 3.227 -0.994 -0.4645
C -2.043 0.177 -0.093 -0.1809
O -2.812 -0.155 -0.992 -0.7215
O -0.959 -0.370 0.230 -0.7284
H -0.149 1.525 3.034 0.3661
H -0.710 0.282 2.128 0.3625
H -1.331 4.222 1.681 0.5470
H -1.070 3.409 3.193 0.4464
H -3.757 2.961 3.016 0.1721
H -2.970 4.299 3.789 0.4762
H -2.992 5.731 0.579 0.3362
H -3.760 -0.236 1.326 0.4464
H -3.908 1.084 2.457 0.5868
H -5.888 0.549 0.874 0.4427
H -4.903 1.187 -0.436 0.4934
H -7.028 3.845 0.689 0.4086
C 5.985 -3.768 -2.067 -1.2104
C 5.343 -4.136 -0.731 -0.4882
C 3.913 -4.665 -0.859 -0.8507
C 2.846 -3.770 -1.482 -0.8079
N 2.505 -2.491 -0.767 0.7855
C 3.489 -1.379 -1.052 -0.5273
C 3.040 -0.795 -2.374 -0.8252
C 1.518 -0.756 -2.221 -0.2789
C 1.181 -1.946 -1.322 -0.6843
C 2.360 -2.713 0.697 -1.1631
H 5.372 -3.080 -2.652 0.2466
H 6.952 -3.290 -1.909 0.3487
H 6.150 -4.660 -2.673 0.3880
H 5.383 -3.290 -0.042 0.2547
H 5.944 -4.916 -0.261 0.4627
H 3.571 -5.007 0.120 0.3454
H 3.940 -5.565 -1.479 0.4740
H 1.921 -4.343 -1.503 0.3715
H 3.088 -3.506 -2.510 0.5016
H 3.383 -0.648 -0.251 0.4813
H 4.503 -1.763 -1.059 0.2076
H 3.339 -1.438 -3.205 0.1803
H 3.470 0.188 -2.552 0.5445
H 1.002 -0.807 -3.176 0.4487
H 1.199 0.167 -1.737 0.0166
H 0.668 -2.743 -1.852 0.1794
H 0.564 -1.621 -0.482 0.4868
H 3.326 -2.978 1.119 0.3782
H 1.636 -3.508 0.859 0.4223
H 2.005 -1.790 1.145 0.3737
```

Its LUMO energy is -0.2 eV. The value obtained for the HOMO-LUMO gap is 7.856 eV. The value obtained for the calculated total energy is -1965.1253 a.u. The calculation puts the HOMO energy at -8.04 eV.

3.
This record from the OMol25 dataset describes the molecule C3H3NO2. The level of theory is wB97M-V/def2-TZVPD.

The geometry in XYZ format:
```
9
Properties=species:S:1:pos:R:3:mulliken_charge:R:1
C -1.008 -1.214 -0.570 -0.0115
C -0.250 -0.316 -0.423 -0.4673
C 0.714 0.429 0.305 -0.3113
N 2.305 -0.127 -0.045 0.8249
O 2.569 -1.163 0.415 -0.5023
O 2.984 0.575 -0.724 -0.5366
H -1.689 -1.859 -1.040 0.4221
H 0.670 -0.074 1.295 0.2362
H 0.809 1.512 0.335 0.3458
```

Its LUMO energy is 0.7 eV. The value obtained for the relative energy (zero: lowest compared OMol25 entry of this formula, charge and spin) is 143.78 kcal/mol. The value obtained for the HOMO-LUMO gap is 10.993 eV. The value obtained for the calculated total energy is -321.1485 a.u. The calculation puts the HOMO energy at -10.33 eV. As for the structure (SMILES): C#CC[N+](=O)[O-].

Number 3 is which compound? C3H3NO2

Look up the HOMO energy of the second one. -8.04 eV

Copy entry 1 word for word.
This record from the OMol25 dataset describes a cluster of 11 separate species, H22O11 in total. The level of theory is wB97M-V/def2-TZVPD.

The geometry in XYZ format:
```
33
Properties=species:S:1:pos:R:3:mulliken_charge:R:1
O -22.205 -11.261 10.542 -0.6241
H -21.400 -11.778 10.571 0.3119
H -21.906 -10.353 10.491 0.3154
O -27.210 -6.522 9.780 -0.6362
H -26.574 -7.224 9.640 0.3197
H -27.573 -6.350 8.912 0.3165
O -19.825 -16.563 8.421 -0.6323
H -19.797 -17.372 7.911 0.3218
H -18.906 -16.335 8.561 0.3131
O -18.331 -5.111 9.060 -0.6353
H -17.526 -5.599 9.236 0.3143
H -19.025 -5.650 9.439 0.3201
O -21.135 -17.423 12.137 -0.6434
H -21.256 -17.202 11.213 0.3330
H -20.587 -16.719 12.482 0.3079
O -17.349 -12.235 12.057 -0.6346
H -16.875 -13.054 12.200 0.3171
H -17.152 -11.706 12.830 0.3187
O -20.556 -6.972 12.873 -0.6320
H -19.803 -6.975 13.463 0.3146
H -21.313 -6.879 13.451 0.3190
O -17.900 -10.842 7.078 -0.6283
H -17.877 -10.978 8.025 0.3173
H -17.187 -11.384 6.740 0.3124
O -26.566 -12.468 11.171 -0.6431
H -26.433 -13.108 11.871 0.3149
H -25.685 -12.157 10.961 0.3239
O -21.666 -8.101 6.986 -0.6425
H -20.758 -8.382 6.873 0.3189
H -21.714 -7.258 6.537 0.3222
O -24.611 -11.000 5.402 -0.6351
H -25.483 -10.608 5.350 0.3147
H -24.049 -10.294 5.722 0.3195
```

Its LUMO energy is -0.1 eV. The value obtained for the relative energy (zero: lowest compared OMol25 entry of this formula, charge and spin) is 62.24 kcal/mol. The value obtained for the HOMO-LUMO gap is 11.114 eV. The value obtained for the calculated total energy is -840.7809 a.u. The calculation puts the HOMO energy at -11.18 eV. As for the structure (SMILES): O.O.O.O.O.O.O.O.O.O.O.

What did the first record say?
This record from the OMol25 dataset describes a cluster of 11 separate species, H22O11 in total. The level of theory is wB97M-V/def2-TZVPD.

The geometry in XYZ format:
```
33
Properties=species:S:1:pos:R:3:mulliken_charge:R:1
O -22.205 -11.261 10.542 -0.6241
H -21.400 -11.778 10.571 0.3119
H -21.906 -10.353 10.491 0.3154
O -27.210 -6.522 9.780 -0.6362
H -26.574 -7.224 9.640 0.3197
H -27.573 -6.350 8.912 0.3165
O -19.825 -16.563 8.421 -0.6323
H -19.797 -17.372 7.911 0.3218
H -18.906 -16.335 8.561 0.3131
O -18.331 -5.111 9.060 -0.6353
H -17.526 -5.599 9.236 0.3143
H -19.025 -5.650 9.439 0.3201
O -21.135 -17.423 12.137 -0.6434
H -21.256 -17.202 11.213 0.3330
H -20.587 -16.719 12.482 0.3079
O -17.349 -12.235 12.057 -0.6346
H -16.875 -13.054 12.200 0.3171
H -17.152 -11.706 12.830 0.3187
O -20.556 -6.972 12.873 -0.6320
H -19.803 -6.975 13.463 0.3146
H -21.313 -6.879 13.451 0.3190
O -17.900 -10.842 7.078 -0.6283
H -17.877 -10.978 8.025 0.3173
H -17.187 -11.384 6.740 0.3124
O -26.566 -12.468 11.171 -0.6431
H -26.433 -13.108 11.871 0.3149
H -25.685 -12.157 10.961 0.3239
O -21.666 -8.101 6.986 -0.6425
H -20.758 -8.382 6.873 0.3189
H -21.714 -7.258 6.537 0.3222
O -24.611 -11.000 5.402 -0.6351
H -25.483 -10.608 5.350 0.3147
H -24.049 -10.294 5.722 0.3195
```

Its LUMO energy is -0.1 eV. The value obtained for the relative energy (zero: lowest compared OMol25 entry of this formula, charge and spin) is 62.24 kcal/mol. The value obtained for the HOMO-LUMO gap is 11.114 eV. The value obtained for the calculated total energy is -840.7809 a.u. The calculation puts the HOMO energy at -11.18 eV. As for the structure (SMILES): O.O.O.O.O.O.O.O.O.O.O.